Version A
{"formula": "C3H7ClN2", "method": "ωB97M-V/def2-TZVPD", "molar_mass_da": 106.56, "spin_multiplicity": 1, "charge": 0, "smiles": "[H]/N=N\\C=C\\C.Cl", "homo_energy_ev": -9.72, "species": ["H", "C", "H", "N", "N", "C", "H", "C", "H", "H", "H", "H", "Cl"], "positions_angstrom": [[2.02, -1.37, -0.72], [0.08, 0.62, -0.79], [1.90, -1.42, 1.13], [-0.67, 2.27, 0.49], [-0.94, 1.50, -0.43], [0.52, -0.08, 0.24], [0.41, 0.59, -1.93], [1.37, -1.29, 0.19], [-0.05, 0.07, 1.16], [0.40, 2.47, 0.66], [-2.57, 0.03, -0.08], [0.83, -2.19, 0.15], [-3.30, -1.18, -0.07]]}

Version B
{"formula": "C3H7ClN2", "method": "ωB97M-V/def2-TZVPD", "molar_mass_da": 106.56, "spin_multiplicity": 1, "charge": 0, "smiles": "N[C@H]1C(Cl)[C@@H]1N", "homo_energy_ev": -8.77, "species": ["H", "C", "Cl", "H", "C", "H", "N", "H", "H", "H", "H", "N", "C"], "positions_angstrom": [[2.47, -0.93, -0.69], [-0.70, -0.61, 0.49], [-2.48, -0.79, -0.12], [0.13, -0.48, -1.52], [-0.01, 0.79, 0.31], [1.52, -2.06, 0.10], [-0.64, 1.91, -0.21], [-1.18, 2.35, 0.52], [-1.27, 1.57, -0.94], [0.64, 0.87, 1.19], [-0.56, -1.19, 1.40], [1.65, -1.01, -0.04], [0.43, -0.42, -0.49]]}

Most stable structure among those shown: version B. Next: +38.1 kcal/mol.